Record 1
DFT (the ωB97M-V functional and the def2-TZVPD basis) results for C39H53CrN5P2 as an isolated structure in a non-equilibrium geometry.

Its expectation value of S² is 6.107. For the LUMO energy (spin up / spin down), the calculation gives -0.39 / -0.68 eV. The value obtained for the HOMO-LUMO gap (spin up / spin down) is 6.1 / 5.9 eV. The spin multiplicity is 5.

The geometry in XYZ format:
```
100
Properties=species:S:1:pos:R:3:forces:R:3
H 1.5951 -0.9097 1.7434 -0.09 0.18 -0.13
H 0.4275 0.6773 -0.6309 0.20 -0.30 0.34
C 4.5659 4.8409 -1.1327 -0.20 -0.57 0.08
H -5.5713 0.3022 6.9849 0.01 0.13 -0.43
P 1.3983 -0.7082 -3.2470 1.77 -1.33 -2.38
P 3.3142 1.2138 -0.5089 2.85 -0.21 -0.35
C 5.8433 -0.1060 -0.8818 0.30 -1.51 1.61
H 2.6472 0.0467 -8.0533 0.01 -0.08 0.07
H -3.3354 3.0582 3.8297 0.19 -0.04 -0.37
H -0.1831 1.4251 2.4245 0.10 0.09 0.59
H -5.4677 -1.8956 5.6241 0.09 0.21 -0.25
C 0.0422 0.3664 2.4016 -2.03 -1.61 0.94
H 3.3167 -1.1326 -5.6983 -0.15 0.00 -0.09
C -0.9454 -2.2234 0.3688 0.28 1.20 -1.01
H -4.8522 1.9204 3.8736 0.30 -0.26 -0.10
C -4.6591 0.8543 3.7963 0.00 0.25 0.10
H 6.7513 4.8348 -0.5857 -0.09 -0.13 0.08
N 4.7175 0.1792 -0.1055 -0.58 -0.72 0.60
C 6.5620 -1.1425 -0.2675 -1.51 1.19 0.04
C 0.5006 0.5433 -5.5637 0.65 -0.12 -0.75
H 7.4966 -1.5514 -0.6156 -0.05 -0.01 -0.02
H -4.3334 0.3770 -1.2866 -0.17 -0.67 -0.07
H -1.7352 2.8625 3.0876 -0.03 -0.04 0.06
H -5.1740 2.4278 0.5449 0.11 -0.07 0.03
C -3.6682 -0.3912 -0.8360 -0.06 0.30 -0.34
H -2.7469 4.2466 2.6464 0.06 -0.05 0.31
H -7.0166 0.5266 6.0174 0.30 0.01 -0.24
C 3.4695 1.0065 -2.3382 0.28 0.02 -0.43
H -5.4652 2.7405 2.2453 0.25 -0.03 -0.07
H 3.9461 -0.6103 1.7673 0.01 -0.08 -0.10
H -4.7395 3.9885 1.2320 -0.22 0.17 0.04
C -3.9342 0.2866 2.6900 -0.14 -0.11 -0.16
C -4.4163 -3.4181 3.6895 0.10 -0.26 -0.15
H 6.0899 0.4373 -1.7644 -0.01 0.23 -0.28
C -4.7603 2.9159 1.4325 -0.56 0.62 -0.45
H 3.1147 -5.0481 -5.0095 -0.28 0.23 0.19
C -2.7642 3.1787 2.9038 0.33 0.64 0.14
C 2.7918 -3.0790 -4.0743 -0.85 -0.87 -0.04
C 3.2089 -0.4075 -2.8818 -0.32 0.27 0.14
C 5.8392 -1.5134 0.9246 -0.71 1.07 -0.56
C -4.4815 -1.9172 3.7029 -0.32 0.87 0.16
H 6.1236 -2.2771 1.6262 -0.01 -0.02 0.09
C -3.9642 -1.1460 2.6573 0.12 0.14 -0.20
Cr -2.2852 0.9886 -0.2135 0.09 -5.30 1.63
H 0.7922 -2.6881 1.5343 -0.50 0.07 -0.02
H -1.3037 -0.1585 3.9536 -0.30 0.20 -0.06
C 0.6198 -0.2777 -0.0891 0.66 -0.38 0.07
N 1.4809 -0.2522 -4.9581 -0.36 1.10 -0.53
H 0.3961 -5.2638 -4.8117 0.09 0.20 0.09
H 1.5470 -0.6958 -0.5345 -0.23 0.35 -0.14
H 6.2329 2.2911 0.2358 -0.05 -0.06 0.00
H -3.6348 -3.7611 3.0040 -0.11 -0.08 0.07
H -1.4097 2.7063 0.6509 -0.42 -0.05 -0.28
C 1.0049 -4.4255 -4.4940 -0.29 0.87 0.41
H 2.5581 3.8248 -1.2696 0.28 0.09 0.09
C 0.5408 -3.2544 -3.9101 1.22 -0.33 -0.13
C -2.5065 2.8991 0.4910 -0.36 1.88 -0.90
C 2.4221 -4.3195 -4.5915 0.37 1.11 0.35
H 4.3999 5.8365 -1.5552 0.07 -0.53 0.26
C 0.8396 0.7580 -6.8968 0.46 -0.61 1.11
C 2.0953 0.0768 -7.1274 -0.72 -0.10 1.55
H -5.3620 -3.8794 3.3806 0.10 0.16 -0.05
C 5.5667 3.0092 -0.2075 -0.69 0.82 -0.51
H -1.7419 -2.3051 3.2280 0.34 -0.01 -0.15
H -0.3420 0.8875 -4.9733 0.13 -0.09 -0.22
C -5.0894 -1.2828 4.7989 0.28 -0.24 -0.05
H -2.5869 3.9689 0.2707 0.07 -0.16 0.30
H -0.6332 -3.6862 1.7703 0.33 -0.09 -0.03
H 4.4922 1.3076 -2.6451 -0.67 0.11 0.26
H 3.5705 -1.1891 -2.2036 -0.05 0.16 0.04
N 1.6380 -2.4218 -3.6262 -0.54 -0.78 0.14
H -5.7862 1.7977 6.0597 -0.04 -0.01 0.02
H -4.2211 -0.9781 -0.0772 0.35 0.50 -0.45
C -3.3377 2.4526 1.6940 -0.70 -0.39 0.38
H -1.8111 -2.7811 0.0307 0.05 -0.11 -0.09
C -0.4761 -1.2495 -0.4340 -0.62 -0.40 0.27
C 5.8072 4.3104 -0.6283 -0.93 -0.70 0.04
H -3.2587 -1.0629 -1.6090 -0.26 0.19 0.02
C -0.6741 -0.5230 3.1567 1.22 1.69 -1.58
H -0.8434 -1.1991 -1.4798 -0.07 0.20 0.82
C 3.6111 3.8465 -0.9996 1.00 0.02 0.43
H -3.5924 -1.6673 1.7617 0.13 0.36 0.54
C -5.2042 0.1069 4.8469 0.09 -0.89 -0.47
H 0.2703 1.3169 -7.6241 0.02 -0.01 0.12
H -2.9418 2.4549 -0.5387 -0.02 2.22 0.94
H 1.7684 0.7915 1.3561 -0.23 -0.51 0.02
C -5.9322 0.7161 6.0268 0.05 0.20 0.17
C 2.4525 -0.5302 -5.9257 -0.63 0.72 -0.63
N 4.2107 2.7127 -0.4164 0.04 1.46 -0.54
C 1.0398 -0.0357 1.3902 0.54 0.12 -0.51
C -0.3049 -2.6496 1.6359 -0.04 -0.78 0.44
C -0.7205 -1.9996 2.9570 0.32 -0.24 0.83
H -0.0512 -2.4652 3.6961 -0.25 -0.02 0.17
H 3.7674 -0.5073 -3.8265 -0.31 -0.03 0.47
H 3.7753 -2.6396 -3.9742 -0.25 -0.17 0.01
N -3.2348 1.0070 1.7098 -0.08 -0.43 0.24
H 2.7731 1.7312 -2.7820 0.15 -0.05 -0.06
H -0.4515 -2.9218 -3.6536 -0.05 -0.08 -0.04
C 4.7134 -0.6971 1.0140 1.32 0.04 -1.34
H -4.1972 -3.8104 4.6893 0.04 0.10 -0.16
```
Positions in Å, forces in eV/Å.

Results of the Mulliken charge analysis, in e, for atoms 1 through 8: atom 1 (H): 0.351, atom 2 (H): 0.762, atom 3 (C): -0.653, atom 4 (H): 0.354, atom 5 (P): -0.267, atom 6 (P): 0.162, atom 7 (C): -0.556, atom 8 (H): 0.434

Record 2
DFT (the ωB97M-V functional and the def2-TZVPD basis) results for a 2-piece molecular cluster, C8H11F2O3 overall in a non-equilibrium geometry.

As for the charge: -1. The energy above the lowest of the compared OMol25 structures with the same formula, charge and spin comes out at 0.389 eV. For the LUMO energy, the calculation gives 3.61 eV. The value obtained for the HOMO-LUMO gap is 6.8 eV.

The geometry in XYZ format:
```
24
Properties=species:S:1:pos:R:3:forces:R:3
H 0.9484 -1.5855 0.9374 0.14 -0.57 -0.35
H -0.5724 -1.0664 -1.7240 1.80 -0.28 0.51
H 4.5526 -0.2449 -1.3059 0.41 1.81 -0.32
C -0.2980 0.7969 0.3021 -1.11 -0.11 1.40
O 4.2043 -1.0543 -1.0023 -0.71 -1.34 1.74
C -0.9063 -0.5270 0.8493 -0.53 -1.30 -1.44
C 3.5008 -0.9214 0.2912 0.36 -1.01 -3.02
H 0.3119 1.1428 1.1766 -0.50 0.59 -1.10
F 3.6671 1.4730 0.0338 -0.75 -1.25 0.67
H -1.0310 -0.5914 1.9433 0.02 0.18 -0.49
O 1.0532 1.3141 -1.6007 0.12 -0.96 -0.63
O 3.1597 -1.9989 0.7397 0.07 -0.70 1.18
H -0.4636 -2.6600 0.2242 1.51 2.30 0.25
C 0.0686 -1.5820 0.2915 -0.93 -1.73 0.43
C 0.4032 -1.0243 -1.0840 -0.18 -0.88 -1.30
C 2.9657 0.3166 0.5155 0.30 1.99 -0.32
F 2.4400 0.5996 1.7395 0.30 0.27 0.34
C -1.4717 1.6709 -0.2869 1.35 -2.47 0.37
H -1.1090 2.5653 -0.6571 0.73 1.93 -0.79
C 0.6077 0.4189 -0.9134 -1.33 2.47 1.92
H 1.3320 -1.3861 -1.5302 -0.50 -0.72 -0.43
H -1.7159 1.0191 -1.1489 -0.81 0.70 0.35
H -2.2846 1.8536 0.3963 -0.36 -0.25 0.19
H -1.8636 -0.8857 0.3317 0.60 1.31 0.82
```
Positions in Å, forces in eV/Å.

Results of the Mulliken charge analysis, in e, for atoms 1 through 8: atom 1 (H): 0.196, atom 2 (H): 0.295, atom 3 (H): 0.264, atom 4 (C): 0.356, atom 5 (O): -0.532, atom 6 (C): -0.877, atom 7 (C): 0.505, atom 8 (H): 0.389

Record 3
DFT (the ωB97M-V functional and the def2-TZVPD basis) results for C22H17Cl2N3O2Ta as an isolated structure in a non-equilibrium geometry.

As for the charge: +1. The energy above the lowest of the compared OMol25 structures with the same formula, charge and spin comes out at 0.629 eV. For the LUMO energy, the calculation gives -3.63 eV. The value obtained for the HOMO-LUMO gap is 7.3 eV.

The geometry in XYZ format:
```
47
Properties=species:S:1:pos:R:3:forces:R:3
O 1.1767 -1.3795 0.8982 0.09 -0.16 -0.08
C -2.5088 -0.1293 0.7135 0.39 0.16 0.05
Cl -1.3661 -2.1511 -0.5886 -0.40 -0.35 0.02
H 2.8669 1.8453 -4.9910 -0.02 -0.01 -0.02
H 0.7239 -3.6454 2.0758 0.00 0.02 0.03
C -4.8398 -0.0840 1.3519 -0.09 -0.03 0.01
H -1.1643 -0.9190 -4.2087 0.02 0.01 -0.02
H 2.9620 3.3122 -0.6960 -0.01 -0.02 -0.06
N 1.9120 1.5237 -1.1799 -0.24 -0.17 0.35
H -6.0490 -1.7355 0.7156 0.02 0.02 0.01
H -0.3785 -0.4836 -6.5256 0.02 0.01 0.01
C -2.7759 -1.3621 0.1137 0.14 -0.11 -0.05
H 3.5900 1.8340 0.0545 0.00 -0.05 -0.02
C 1.0738 -0.6412 4.4759 -0.01 0.05 0.10
C 1.3099 0.6968 -5.9135 -0.02 -0.02 0.06
C 1.9885 1.2285 -4.8376 0.08 0.06 -0.16
H 1.8325 1.6031 3.3104 0.01 -0.02 0.03
H 0.7304 -2.0332 6.0639 0.00 0.00 -0.02
C 0.8082 -2.8075 2.7556 0.00 -0.19 0.02
C 0.4231 0.1984 -3.3316 -0.26 -0.16 0.57
C 0.6868 -2.9721 4.1242 -0.01 0.00 0.03
C 1.5485 0.9856 -3.5334 0.33 0.31 0.17
H 1.6531 0.8801 -6.9219 -0.01 0.00 0.01
C 1.0383 -1.5446 2.2372 0.03 -0.10 -0.41
C 0.8184 -1.8908 4.9959 0.01 -0.03 -0.06
C 1.8012 2.5748 0.9621 -0.08 -0.07 0.10
H 3.0344 2.2976 -2.6927 0.00 0.00 -0.04
H -4.1604 -2.9176 -0.3938 0.02 0.03 0.02
C 1.1657 -0.4471 3.0930 0.05 0.33 -0.02
C 2.6808 2.3605 -0.2437 0.02 0.00 -0.09
C 2.2148 1.6286 -2.4230 -0.12 -0.02 -0.24
H 0.4919 -3.9605 4.5204 0.01 0.02 0.00
C 1.4695 0.8735 2.5855 0.01 -0.07 0.09
N -1.2166 0.3530 0.6660 0.52 -0.21 -0.94
H 2.3371 3.0839 1.7632 -0.01 -0.02 0.05
H -5.6501 0.4285 1.8525 0.02 -0.01 -0.01
O 0.0206 -0.0388 -2.0679 -0.21 -0.46 -1.36
C -4.0131 -1.9613 0.0898 -0.04 -0.04 0.00
C -3.5785 0.4871 1.3568 -0.05 0.23 0.04
C -5.0600 -1.2979 0.7160 -0.01 0.04 0.03
Cl -3.3072 1.9992 2.1588 -0.02 -0.10 -0.06
H 1.1923 0.2129 5.1334 0.00 -0.03 -0.01
C -0.2802 -0.3253 -4.4000 -0.11 -0.10 -0.18
Ta 0.3404 -0.0176 -0.2013 0.00 1.39 2.09
C 0.1683 -0.0741 -5.6860 0.03 0.01 0.01
H 0.9272 3.1703 0.6888 -0.04 -0.01 0.01
N 1.3612 1.2413 1.3635 -0.09 -0.13 -0.04
```
Positions in Å, forces in eV/Å.

Results of the Mulliken charge analysis, in e, for atoms 1 through 8: atom 1 (O): -0.942, atom 2 (C): -0.409, atom 3 (Cl): -0.166, atom 4 (H): 0.371, atom 5 (H): 0.456, atom 6 (C): -0.611, atom 7 (H): 0.461, atom 8 (H): 0.547